129
Properties=species:S:1:pos:R:3:forces:R:3:lowdin_charge:R:1 method="wB97M-V/def2-TZVPD" homo_energy_ev=-8.684 homo_lumo_gap_ev=8.9 smiles=CC1(C)CCCC(C)(C)N1O.CCO.CCO.CCO.CCO.CCO.CCO.CCO.CCO.CCO.CCO.CCO e_above_lowest_ev=2.147
C 2.25768 -4.79191 3.04384 0.8008 0.1193 -0.2557 -0.0776
C 3.13508 -4.20941 1.91397 0.7851 -1.0800 0.8182 -0.2549
O 4.55159 -4.27433 2.33414 -1.2059 0.6269 -0.2490 -0.1008
H 2.57156 -5.80971 3.27551 0.1430 -0.0423 -0.0489 0.0719
H 1.18770 -4.85305 2.84511 0.0333 0.4153 -0.1609 0.0520
H 2.48340 -4.18436 3.92022 -0.3721 -0.0776 0.1910 0.0622
H 2.88696 -3.16306 1.73595 0.2001 -0.0716 -0.0876 0.0871
H 3.03722 -4.79198 0.99792 -0.1909 0.2101 -0.1529 0.0950
H 4.93312 -5.11414 2.06817 -0.2127 -0.0736 -0.0656 0.0699
C 1.03405 -4.50820 -1.64171 0.8277 0.2282 -0.2073 -0.0817
C 0.36565 -5.58297 -0.85928 -0.2896 0.0338 0.6087 -0.2920
O -0.97949 -5.18324 -0.66533 -0.4158 -1.5971 -0.3073 -0.0947
H 0.52116 -4.39891 -2.59727 0.1372 0.0321 -0.1046 0.0680
H 2.08597 -4.74634 -1.79937 0.1123 0.0915 -0.2261 0.0810
H 0.97750 -3.55567 -1.11483 -0.0082 0.0589 0.0273 0.0650
H 0.82118 -5.78756 0.10960 0.3008 0.3197 0.2657 0.0985
H 0.43617 -6.54958 -1.35807 -0.5647 0.0455 -0.3120 0.1187
H -1.00679 -4.33087 -0.22452 0.1797 0.7628 0.1793 0.0335
C 4.34709 1.56374 3.59696 0.6982 0.1264 -0.7363 -0.0595
C 4.56827 2.35563 2.30905 0.4399 -0.6460 -0.3387 -0.2921
O 3.47045 2.06690 1.46902 -0.2689 0.5993 -0.2377 -0.1216
H 5.21922 1.65598 4.24425 -0.2962 -0.0532 0.3502 0.0803
H 4.14179 0.51757 3.37007 0.2779 -0.0716 -0.0586 0.0708
H 3.42472 1.95255 4.02840 0.2061 0.1480 0.4414 0.0682
H 5.39313 2.16060 1.62372 0.5956 -0.8480 0.7364 0.1005
H 4.77051 3.40116 2.54160 -0.8277 0.4996 0.0513 0.1124
H 2.70234 2.33106 1.98071 -0.7615 0.2197 -0.1317 0.0436
C 1.65875 4.63787 0.53965 0.5658 -0.0546 -0.7322 -0.0760
C 1.43674 4.97166 1.98260 -1.8671 -0.4373 0.3725 -0.2834
O 1.46804 3.73806 2.69714 1.2375 -0.9344 0.4549 -0.1034
H 1.57719 5.49089 -0.13400 0.0262 0.1807 0.2050 0.0873
H 1.01020 3.86364 0.12970 -0.4088 0.0343 0.4234 0.0743
H 2.65381 4.20921 0.42050 0.1224 0.2564 0.1084 0.0436
H 0.40574 5.23292 2.22113 -0.1736 1.1442 -0.7734 0.1070
H 2.08670 5.75250 2.37750 0.3718 -0.2223 -0.0213 0.1168
H 1.24947 3.88962 3.61956 -0.0047 0.0273 0.0536 0.0946
C -1.99194 -3.79403 2.24505 0.2198 -1.6034 0.4495 -0.0767
C -2.03707 -2.58402 1.39641 -0.8542 0.8994 1.1711 -0.3525
O -1.09512 -2.64729 0.40720 0.9276 -1.4190 -0.6887 -0.0846
H -0.98170 -4.13763 2.46746 0.2487 0.3498 0.0384 0.0620
H -2.43627 -4.63519 1.71295 -0.2280 -0.1000 0.1258 0.0813
H -2.49279 -3.65162 3.20264 -0.1907 0.0175 -0.1140 0.0833
H -1.85222 -1.73056 2.04873 -0.0484 0.4918 -0.0030 0.1013
H -3.05977 -2.52174 1.02452 -0.1712 0.3942 -0.3306 0.1146
H -0.97701 -1.83592 -0.09213 -0.0479 0.7032 -0.2870 0.0270
C 1.59350 -0.79130 0.62010 0.1258 0.3186 0.8070 -0.0687
C 0.75111 0.18974 -0.18102 1.1807 -0.6309 1.1437 -0.2779
O -0.31457 -0.48071 -0.80810 0.2817 0.4392 -0.5339 -0.0918
H 2.41971 -0.24249 1.07211 0.1972 0.1432 -0.1460 0.0587
H 2.02938 -1.58824 0.01761 -0.2206 0.0272 -0.1699 0.0705
H 1.08185 -1.21700 1.48329 -0.3718 -0.2507 -0.1827 0.0606
H 1.48256 0.63477 -0.85558 -0.4560 0.2344 -0.5930 0.0985
H 0.33261 0.96948 0.45536 0.1709 0.2162 0.2549 0.1127
H -0.61846 0.18873 -1.42543 -0.9474 -0.0803 -0.8698 0.0577
C 5.70501 2.79500 -1.39212 -0.1591 0.3445 0.0771 -0.0575
C 4.18983 2.56608 -1.57844 1.3356 0.0204 0.1940 -0.2850
O 3.90582 1.24315 -1.21920 -0.5719 -0.9113 -0.1404 -0.1082
H 5.98628 3.83552 -1.22997 -0.1757 0.2113 -0.2890 0.0696
H 6.28009 2.40450 -2.23170 -0.0537 -0.0691 0.0695 0.0764
H 6.03202 2.29095 -0.48267 -0.0462 -0.2229 -0.0465 0.0557
H 3.92662 2.61451 -2.63508 -0.1070 0.5733 0.0303 0.1117
H 3.61971 3.25865 -0.95923 -0.0899 0.0835 -0.3232 0.0808
H 3.86373 1.17241 -0.26273 -0.1226 0.1799 0.3755 0.0518
C 2.47097 -1.95057 -4.49261 0.4483 0.2860 0.0107 -0.0713
C 2.77335 -1.04223 -3.32457 -0.2246 0.1444 0.3241 -0.3320
O 3.54750 0.07089 -3.74385 -0.1057 -0.0750 -0.5754 -0.0826
H 3.37386 -2.41401 -4.89024 0.0886 0.1218 -0.0633 0.0753
H 2.05383 -1.27680 -5.24104 -0.1900 -0.4095 -0.3117 0.0702
H 1.79123 -2.76167 -4.23154 -0.1838 0.1979 0.0390 0.0607
H 3.28291 -1.53265 -2.49514 0.0410 -0.3123 0.0756 0.1093
H 1.82879 -0.64970 -2.94798 -0.2972 -0.1812 0.2264 0.0953
H 3.38160 0.73618 -3.07193 0.3547 -0.0083 0.1873 0.0225
C -2.17015 -2.47699 -2.85066 0.0489 -0.0503 0.8892 -0.0858
C -2.30374 -3.76682 -3.63349 0.3794 0.5408 0.3734 -0.3159
O -2.66673 -4.83835 -2.77665 -0.7185 0.1554 -1.3593 -0.0749
H -2.86920 -2.54039 -2.01675 -0.4041 0.2930 -0.1606 0.0671
H -2.32637 -1.56719 -3.43028 0.0163 -0.0100 -0.0191 0.0722
H -1.20981 -2.42483 -2.33769 0.2457 0.1188 -0.2577 0.0504
H -1.34066 -3.91526 -4.12189 0.1124 -0.5044 -0.2902 0.0941
H -3.03689 -3.59981 -4.42261 -0.2744 -0.5929 0.1211 0.1073
H -1.95355 -5.02987 -2.16321 0.4024 0.0601 0.5298 0.0224
C -0.28993 1.19730 -4.89973 -1.2953 0.9891 0.3712 -0.0506
C -1.46524 1.86530 -4.11835 -0.4864 -0.6481 0.3438 -0.2756
O -1.56807 1.37779 -2.78093 1.3966 -0.2406 0.5504 -0.1179
H 0.66189 1.53976 -4.49370 -0.0158 0.0159 0.0143 0.0680
H -0.41505 1.60785 -5.90167 0.3801 -0.1880 -0.2165 0.0710
H -0.27153 0.10876 -4.95302 -0.3782 0.0668 0.2029 0.0645
H -2.49501 1.73690 -4.45179 0.1931 -0.5779 -1.2513 0.1071
H -1.38356 2.95128 -4.16380 0.6719 0.2442 0.2961 0.1039
H -2.32969 1.75896 -2.33793 -0.2798 0.0686 -0.0466 0.0261
C 0.35013 -0.03121 4.39465 -0.1305 0.0049 -1.5506 -0.0764
C 1.00653 -1.30147 4.85977 -1.2589 -0.4513 0.9319 -0.3410
O 2.10542 -0.98895 5.65509 1.3836 0.2501 0.5262 -0.0682
H -0.07492 0.59118 5.18209 0.6316 -0.0498 0.2573 0.0819
H -0.49127 -0.18200 3.71833 -0.1112 -0.4457 -0.1436 0.0573
H 1.10137 0.46157 3.77748 -0.0667 0.7149 0.2012 0.0587
H 1.38435 -2.01445 4.12695 -0.7804 0.1904 -0.6829 0.0985
H 0.29860 -1.81177 5.51286 -0.0890 -0.4282 -0.0887 0.1119
H 2.85496 -1.16089 5.08044 0.4220 0.2312 0.4423 0.0753
C -4.18663 -0.30193 -0.93375 0.0320 0.8675 -0.3109 -0.0243
C -4.58898 0.99203 -0.14090 3.1789 -1.3825 -0.2770 -0.4504
C -3.97488 0.79048 1.31804 -0.4306 0.8164 -0.2874 -0.1240
C -3.90082 2.06210 2.12358 -0.2628 0.6705 0.2916 -0.2059
C -2.99349 3.06755 1.39498 -0.8937 -1.3428 0.2704 -0.1348
C -3.45574 3.40197 -0.05528 0.0392 0.2984 0.4392 -0.4433
N -3.92611 2.18628 -0.82788 2.2990 -1.1115 3.9471 -0.1322
O -4.20757 2.36323 -2.14036 -0.7663 0.5068 -0.7995 -0.0092
C -4.57840 4.42617 0.08465 -0.1385 0.5420 -0.7355 -0.0415
C -2.18802 4.09833 -0.72089 -1.6785 -1.0912 -0.2608 -0.0125
C -6.04541 1.10547 -0.03016 -1.0677 1.8246 -0.2572 -0.0444
H -4.13815 -0.21474 -2.01917 -0.3158 0.6299 -0.0961 0.0734
H -3.15612 -0.55971 -0.68941 -0.2162 -0.4418 0.3565 0.0579
H -4.93690 -1.07831 -0.78400 0.3940 -0.2920 0.4889 0.0885
H -4.58824 0.09992 1.89684 -0.0894 -0.4244 -0.4339 0.1251
H -2.94341 0.43894 1.34241 -0.0385 -0.4517 -0.6816 0.1019
H -4.86487 2.46115 2.43896 -0.4904 0.3382 -0.8397 0.1059
H -3.55117 1.85964 3.13593 0.8135 -0.2609 -0.0543 0.1089
H -2.01167 2.59414 1.39092 0.2782 0.2140 -0.1592 0.1103
H -2.97772 3.95989 2.02074 0.3463 0.2878 -0.4491 0.1136
H -4.27213 5.18145 0.80843 -0.1603 0.2184 -0.1762 0.0859
H -5.57374 4.07172 0.35257 0.2174 -0.4611 0.3687 0.0755
H -4.73247 4.89215 -0.88860 0.0413 0.3791 -0.0564 0.0772
H -1.50825 3.28432 -0.97271 0.3447 0.2553 0.0946 0.0667
H -1.74114 4.84623 -0.06588 -0.0408 -0.2005 0.1132 0.0793
H -2.50210 4.58904 -1.64211 0.1289 0.0333 -0.1031 0.0762
H -6.58261 0.20446 0.26597 0.1390 0.1846 0.0533 0.1011
H -6.18609 1.95795 0.63436 -0.7102 -0.2937 0.5305 0.0722
H -6.42503 1.50180 -0.97192 -0.4067 -0.4661 -0.3098 0.0865
H -5.09461 2.73033 -2.14163 -0.4914 0.3019 -0.6612 0.1024